Computed, not measured: a 2-piece molecular cluster, C3H13N4 overall, with wB97M-V/def2-TZVPD.

Structure (ORCA input):
```
! wB97M-V def2-TZVPD RIJCOSX def2/J DEFGRID3
* xyz 0 2
N 0.95684 1.09675 1.51740
C 2.01983 0.91494 0.64111
N 3.08272 1.82539 0.56020
H 1.13059 1.66218 2.32539
H 0.07921 0.59104 1.26964
H 1.91475 0.16202 -0.11723
H 3.62817 1.88097 -0.27667
H 3.07157 2.57987 1.21925
C -1.64604 -0.87674 -2.09035
N -0.57287 -0.74941 -1.09625
C -0.94655 -1.23237 0.20769
N -1.39866 -0.09559 1.05618
H -1.37086 -0.30207 -2.97274
H -1.87628 -1.91812 -2.34157
H -2.56344 -0.42749 -1.70415
H 0.20782 -1.27867 -1.46213
H -0.04189 -1.63146 0.67223
H -1.70521 -2.02616 0.18258
H -2.14771 0.35322 0.53679
H -1.82200 -0.52828 1.87265
*
```

Summary:
LUMO energy (spin up / spin down) = 0.93 / 0.90 eV
⟨S²⟩ = 0.7532
Frontier orbital gap (spin up / spin down) = 4.82 / 9.05 eV
Energy = -9279.6115 eV
E_HOMO (spin up / spin down) = -3.894 / -8.149 eV

---

Computed, not measured: a 2-piece molecular cluster, C3H13N4 overall, with wB97M-V/def2-TZVPD.

Structure (ORCA input):
```
! wB97M-V def2-TZVPD RIJCOSX def2/J DEFGRID3
* xyz 1 1
N 1.48440 0.65095 -0.77468
C 1.08449 -0.67518 -1.07535
N -0.09743 -0.74666 -1.80750
N 1.58166 -1.73436 -0.58453
H 2.41478 0.66966 -0.36995
H 1.53698 1.23181 -1.60821
H -0.23686 -0.06455 -2.53619
H -0.25292 -1.69944 -2.10186
H 2.44229 -1.51798 -0.08962
C -2.02354 1.65604 1.09206
N -1.02633 0.59190 0.80658
C -0.61092 -0.22259 1.99347
H -2.18012 2.22466 0.17903
H -2.95843 1.18259 1.37029
H -1.64609 2.29522 1.88274
H -0.18906 0.92688 0.27983
H -1.39543 -0.05408 0.10559
H -0.13220 0.42751 2.71751
H 0.04908 -1.00401 1.63462
H -1.51997 -0.64847 2.40801
*
```

Summary:
LUMO energy = -2.99 eV
Frontier orbital gap = 10.50 eV
Energy = -9276.5414 eV
E_HOMO = -13.483 eV

---

Computed, not measured: a 2-piece molecular cluster, C3H13N4 overall, with wB97M-V/def2-TZVPD.

Structure (ORCA input):
```
! wB97M-V def2-TZVPD RIJCOSX def2/J DEFGRID3
* xyz 1 1
N -0.45519 -3.17709 -1.60554
C -1.38257 -2.68626 -0.77978
N -1.07546 -2.09622 0.33631
H 0.51523 -2.97597 -1.45000
H -0.73960 -3.58055 -2.47585
H -2.41469 -2.74717 -1.12450
H -1.84024 -2.19932 0.99283
C 0.92924 2.12061 -0.06956
N 0.57292 3.52220 0.17075
C 0.14565 1.24401 0.90325
N 0.71175 -0.13910 1.02513
H 2.00154 2.00804 0.10196
H 0.72570 1.75391 -1.08397
H 0.98011 4.04917 -0.59601
H -0.43056 3.62796 0.03136
H -0.89387 1.13477 0.60144
H 0.21701 1.70334 1.88869
H 0.05907 -0.81148 0.49958
H 1.65741 -0.24525 0.66163
H 0.71655 -0.50561 1.97229
*
```

Summary:
LUMO energy = -2.90 eV
Frontier orbital gap = 10.40 eV
Energy = -9276.0254 eV
E_HOMO = -13.301 eV

---

Computed, not measured: a 3-piece molecular cluster, C3H13NO2 overall, with wB97M-V/def2-TZVPD.

Structure (ORCA input):
```
! wB97M-V def2-TZVPD RIJCOSX def2/J DEFGRID3
* xyz 0 1
C -0.31103 -2.66912 -1.33448
C 0.36143 -2.13447 -0.06653
C -0.26398 -0.84832 0.47640
N 0.31540 -0.52376 1.79155
H -0.63653 -3.69818 -1.24879
H 0.26581 -2.50646 -2.24228
H -1.18095 -2.02789 -1.48443
H 0.39402 -2.84042 0.74705
H 1.40205 -1.88033 -0.29749
H -1.33806 -1.00921 0.58739
H -0.03844 -0.05145 -0.23317
H -0.08413 0.36731 2.07555
H 1.29601 -0.30740 1.62637
O -0.65158 1.96349 -1.60990
H -1.39338 1.37517 -1.46752
H -0.34881 1.98559 -2.51862
O 0.51067 3.29961 1.11649
H 1.45250 3.13354 1.12139
H 0.19657 3.08450 0.23730
*
```

Summary:
LUMO energy = 0.52 eV
Frontier orbital gap = 9.86 eV
Energy = -8906.7012 eV
E_HOMO = -9.340 eV
SMILES = CCCN.O.O

---

Computed, not measured: a 3-piece molecular cluster, C3H13NO2 overall, with wB97M-V/def2-TZVPD.

Structure (ORCA input):
```
! wB97M-V def2-TZVPD RIJCOSX def2/J DEFGRID3
* xyz 0 1
C 1.44264 0.14654 1.85996
N 0.86236 -0.31891 0.59847
C -0.42680 0.33700 0.33127
C 1.78206 -0.16691 -0.57275
H 2.51057 0.31136 1.71039
H 1.38075 -0.63771 2.61329
H 1.05055 1.09773 2.22370
H -0.66277 0.64071 -0.67893
H -1.20461 -0.30612 0.73202
H -0.54985 1.26197 0.91663
H 2.57193 0.58798 -0.40308
H 1.30376 0.40480 -1.35286
H 2.27740 -1.12379 -0.61493
O 0.17768 -0.88365 -2.89633
H 0.63492 -1.37111 -3.58888
H 0.32557 -1.24929 -2.02160
O -3.46976 0.90961 0.93586
H -3.65957 -0.03191 0.79990
H -2.67527 0.81122 1.47399
*
```

Summary:
LUMO energy = 0.81 eV
Frontier orbital gap = 9.48 eV
Energy = -8905.1873 eV
E_HOMO = -8.669 eV
SMILES = CN(C)C.O.O

---

Computed, not measured: a 3-piece molecular cluster, C3H13NO2 overall, with wB97M-V/def2-TZVPD.

Structure (ORCA input):
```
! wB97M-V def2-TZVPD RIJCOSX def2/J DEFGRID3
* xyz 0 1
C 1.40266 1.48255 -1.12758
C 1.93886 0.49001 -0.11980
N 0.86080 -0.37468 0.38484
C 1.31186 -1.66157 0.92721
H 0.31828 1.46294 -1.12943
H 1.76721 1.23682 -2.12177
H 1.68868 2.51540 -0.95188
H 2.39923 0.95965 0.75555
H 2.73894 -0.13206 -0.52630
H 0.22525 -0.56516 -0.37949
H 1.76241 -1.50560 1.89696
H 0.43563 -2.28359 1.07170
H 1.99056 -2.19846 0.25347
O -2.89403 0.22753 -1.40479
H -2.00891 0.17194 -1.77612
H -3.00781 1.15532 -1.17288
O -2.05544 -0.15590 1.49101
H -1.09970 -0.22818 1.36138
H -2.43594 -0.55512 0.69851
*
```

Summary:
LUMO energy = 0.62 eV
Frontier orbital gap = 9.98 eV
Energy = -8906.5991 eV
E_HOMO = -9.354 eV
SMILES = CCNC.O.O

---

Computed, not measured: a 3-piece molecular cluster, C3H13NO2S overall, with wB97M-V/def2-TZVPD.

Structure (ORCA input):
```
! wB97M-V def2-TZVPD RIJCOSX def2/J DEFGRID3
* xyz 0 1
C -0.40594 1.12087 -0.72657
N -0.61344 0.92217 0.70622
C -0.78503 -0.45590 1.21561
C 0.63785 -1.09200 1.26036
S 0.60480 -2.94111 1.61679
H 0.66983 0.99446 -1.02582
H -1.04237 0.38757 -1.35515
H -0.84879 2.17003 -1.05523
H -1.40314 1.47541 1.04060
H -1.37008 -1.04379 0.46704
H -1.23997 -0.46347 2.24569
H 1.43509 -0.56151 1.84544
H 0.94537 -0.80663 0.30287
H 1.67207 -3.21754 0.59235
O -0.06096 -2.00073 -3.72159
H -0.39486 -1.67354 -2.86758
H -0.73155 -2.11241 -4.41994
O 1.03923 3.47671 1.46548
H 1.00778 2.63878 1.97651
H 0.88412 3.18265 0.43690
*
```

Summary:
LUMO energy = 0.44 eV
Frontier orbital gap = 9.75 eV
Energy = -19740.3109 eV
E_HOMO = -9.314 eV
SMILES = CNCCS.O.O

---

Computed, not measured: a 3-piece molecular cluster, C3H13NO2S overall, with wB97M-V/def2-TZVPD.

Structure (ORCA input):
```
! wB97M-V def2-TZVPD RIJCOSX def2/J DEFGRID3
* xyz 0 1
C 0.63093 -2.02322 -1.77655
C 0.94523 -1.65112 -0.36898
N 1.31410 -2.75036 0.47313
C -0.26750 -1.23143 0.54975
S 0.18509 -1.14253 2.28580
H 0.35106 -3.07586 -2.05577
H -0.29821 -1.49098 -2.12578
H 1.22019 -1.69097 -2.54415
H 1.68873 -0.74215 -0.25044
H 2.08359 -2.64928 1.09436
H 1.28654 -3.66400 0.14396
H -1.26545 -1.84839 0.47279
H -0.67500 -0.32911 0.35136
H -0.38204 -0.07590 2.64664
O -1.86037 1.33698 1.39059
H -1.89461 2.27587 1.29287
H -2.34714 1.19454 2.16416
O -0.45543 6.47102 -0.91004
H 0.08776 5.79673 -1.34639
H -0.34749 7.29018 -1.48733
*
```

Summary:
LUMO energy = 0.55 eV
Frontier orbital gap = 8.85 eV
Energy = -19740.1631 eV
E_HOMO = -8.294 eV
SMILES = C[C@H](N)CS.O.O

---

Computed, not measured: a 3-piece molecular cluster, C3H13NO3 overall, with wB97M-V/def2-TZVPD.

Structure (ORCA input):
```
! wB97M-V def2-TZVPD RIJCOSX def2/J DEFGRID3
* xyz -1 2
C -0.89145 -0.91891 -2.49705
N -0.00715 -0.27703 -1.49503
C -0.77072 0.55370 -0.59092
C 0.08976 1.58851 0.17811
O 1.41318 1.62256 -0.32119
H -1.54332 -0.15410 -2.90167
H -1.49694 -1.72156 -2.04601
H -0.25690 -1.46544 -3.19622
H 0.44083 -1.03535 -0.98417
H -1.61786 1.10079 -1.01652
H -1.28655 -0.14411 0.09439
H -0.43475 2.52973 0.34524
H 0.19888 1.12665 1.16725
H 1.41804 1.14682 -1.16090
H 1.33727 0.78948 2.93768
H 2.37509 0.88751 1.83717
O 2.27869 0.58994 2.76619
H -1.18024 -1.95759 2.08824
H 0.24301 -2.52680 2.34754
O -0.30887 -1.73479 2.44786
*
```

Summary:
LUMO energy (spin up / spin down) = 3.80 / 3.62 eV
⟨S²⟩ = 0.7504
Frontier orbital gap (spin up / spin down) = 3.01 / 9.54 eV
Energy = -10952.6011 eV
E_HOMO (spin up / spin down) = 0.792 / -5.917 eV

---

Computed, not measured: a 3-piece molecular cluster, C3H13NO3 overall, with wB97M-V/def2-TZVPD.

Structure (ORCA input):
```
! wB97M-V def2-TZVPD RIJCOSX def2/J DEFGRID3
* xyz 0 1
C -0.78728 -2.12272 0.74636
C -0.84358 -0.65823 0.33520
O 0.13847 0.03908 1.06341
C -0.51487 -0.36678 -1.19650
N -1.01700 1.01777 -1.40782
H -1.33459 -2.11260 1.69853
H 0.21724 -2.42581 0.99185
H -1.15119 -2.78489 -0.04726
H -1.80091 -0.15018 0.34972
H 0.21478 0.99716 0.93089
H -1.11664 -1.03515 -1.81404
H 0.55750 -0.45393 -1.32208
H -0.72932 1.33130 -2.32525
H -2.02493 1.02632 -1.31710
O 3.07628 -0.39249 1.45596
H 2.32232 -0.89453 1.13936
H 3.06245 0.29796 0.77641
O 0.74851 2.86739 0.34540
H -0.03172 2.39086 -0.02556
H 1.01451 3.42948 -0.37750
*
```

Summary:
LUMO energy = 0.63 eV
Frontier orbital gap = 10.41 eV
Energy = -10953.8751 eV
E_HOMO = -9.779 eV
SMILES = C[C@@H](O)CN.O.O

---

Computed, not measured: a 3-piece molecular cluster, C3H13NO3 overall, with wB97M-V/def2-TZVPD.

Structure (ORCA input):
```
! wB97M-V def2-TZVPD RIJCOSX def2/J DEFGRID3
* xyz 0 1
C 1.00159 1.10554 0.18536
C -0.40819 0.46172 0.34202
O -1.20087 0.99034 1.37454
C -0.41958 -1.04720 0.21835
N -1.38815 -1.47189 -0.80432
H 1.76501 0.66133 0.85942
H 1.37674 1.02717 -0.83422
H 0.91297 2.15384 0.53346
H -0.92426 1.00644 -0.50955
H -1.05965 1.94669 1.42513
H 0.59222 -1.38413 -0.14422
H -0.77974 -1.39594 1.16297
H -2.19017 -0.83899 -0.83295
H -1.78320 -2.39453 -0.66026
O 1.64789 -0.22072 2.66969
H 1.14839 -0.65007 1.97176
H 1.46154 0.71173 2.53523
O -0.03216 0.04615 -3.32723
H -0.51322 -0.33356 -2.58785
H 0.79283 -0.37395 -3.57733
*
```

Summary:
LUMO energy = 0.65 eV
Frontier orbital gap = 10.65 eV
Energy = -10953.2119 eV
E_HOMO = -10.005 eV
SMILES = C[C@H](O)CN.O.O

---

Computed, not measured: a 4-piece molecular cluster, C3H13NO3 overall, with wB97M-V/def2-TZVPD.

Structure (ORCA input):
```
! wB97M-V def2-TZVPD RIJCOSX def2/J DEFGRID3
* xyz 0 1
C -1.86980 -1.26822 0.98106
C -0.81245 -0.68107 1.52861
N 0.09297 0.19002 0.96077
C 1.09598 0.81346 1.83792
H -2.22117 -1.00737 0.00509
H -2.43383 -2.09496 1.39189
H -0.43853 -0.94082 2.52111
H -0.21135 0.70613 0.13375
H 1.10854 0.20335 2.71719
H 2.11497 1.10744 1.43372
H 0.77038 1.83213 2.08150
O 1.40892 -1.64910 -1.14109
H 0.52464 -2.05593 -1.17109
H 1.46120 -1.28745 -0.24453
O -1.02859 1.99623 -1.20238
H -0.21457 2.50237 -1.21825
H -0.98604 1.27583 -1.85497
O 0.18570 0.22353 -2.87472
H 0.78486 -0.10667 -2.17973
H 0.66815 0.24109 -3.70586
*
```

Summary:
LUMO energy = 0.63 eV
Frontier orbital gap = 8.62 eV
Energy = -10953.6012 eV
E_HOMO = -7.998 eV
SMILES = C=CNC.O.O.O

---

Q: Which ΔE to the lowest compared entry with this formula, charge and spin values were calculated for the entries above? A: 0.322; 1.003; 1.519; 0.725; 2.238; 0.827; 2.132; 2.279; 0.592; 0.897; 1.560; 1.170, in eV.